Entry 1:
ORCA calculation (ωB97M-V/def2-TZVPD) on a cluster of 13 separate species, H26O13 in total in a non-equilibrium geometry.

Output
LUMO = -0.251 eV
energy = -993.57550 hartree
HOMO energy = -10.09 eV
Kohn-Sham gap = 9.84 eV

```
! RIJCOSX wB97M-V def2-TZVPD def2/J DEFGRID3
* xyz 0 1
H 0.512 -0.389 0.393
H 0.818 0.840 1.234
H -5.094 1.420 -1.488
H -3.610 1.498 -1.172
H 0.069 4.406 1.285
H -0.694 5.718 1.360
H 1.066 -3.219 -0.573
H 1.379 -4.577 -1.181
H -2.477 -0.418 5.014
H -1.462 -0.893 3.987
H -0.425 -2.847 -2.993
H -1.592 -2.520 -2.075
H 2.046 -0.170 1.837
H 2.416 -0.920 0.568
H -3.248 -1.398 0.314
H -4.713 -1.013 0.191
H -2.272 -0.522 -1.282
H -2.603 -1.070 -2.660
H 1.161 3.223 -3.485
H 0.474 2.731 -2.222
H 2.399 -3.266 2.003
H 3.769 -2.661 1.740
H 6.152 0.079 -0.973
H 4.870 0.296 -0.186
H 0.175 3.396 0.023
H 1.197 2.286 0.206
O 0.099 0.396 0.770
O -4.274 0.920 -1.564
O -0.816 4.763 1.419
O 0.664 -3.939 -1.074
O -2.198 -1.202 4.528
O -0.655 -2.748 -2.062
O 2.381 -0.033 0.943
O -4.074 -1.380 0.811
O -2.256 -0.288 -2.216
O 1.190 2.516 -2.830
O 2.948 -2.904 1.298
O 5.709 0.718 -0.404
O 0.972 3.170 0.517
*
```



Entry 2:
ORCA calculation (ωB97M-V/def2-TZVPD) on a cluster of 11 separate species, C61H51Cl3N10O20 in total in a non-equilibrium geometry.

Output
SMILES string = O=[N+]([O-])c1ccccc1.O=[N+]([O-])c1ccccc1.O=[N+]([O-])c1ccccc1.O=[N+]([O-])c1ccccc1.O=[N+]([O-])c1ccccc1.O=[N+]([O-])c1ccccc1.O=[N+]([O-])c1ccccc1.O=[N+]([O-])c1ccccc1.O=[N+]([O-])c1ccccc1.O=[N+]([O-])c1ccccc1.ClC(Cl)Cl
LUMO = -1.256 eV
energy = -5787.01896 hartree
HOMO energy = -9.62 eV
Kohn-Sham gap = 8.36 eV

```
! RIJCOSX wB97M-V def2-TZVPD def2/J DEFGRID3
* xyz 0 1
C 3.429 4.900 -2.244
C 2.851 4.361 -1.108
C 3.403 3.195 -0.621
C 4.378 2.483 -1.339
C 4.948 2.995 -2.520
C 4.508 4.249 -2.839
N 4.785 1.089 -0.940
O 4.325 0.692 0.115
O 5.582 0.458 -1.615
H 3.070 5.823 -2.656
H 1.965 4.692 -0.604
H 3.026 2.604 0.140
H 5.824 2.552 -2.979
H 5.041 4.790 -3.641
C 1.015 0.880 -7.224
C 1.488 2.202 -7.296
C 2.785 2.391 -6.923
C 3.575 1.360 -6.442
C 3.153 0.020 -6.344
C 1.898 -0.164 -6.778
N 4.944 1.632 -5.936
O 5.554 2.503 -6.479
O 5.396 0.941 -5.056
H 0.004 0.559 -7.510
H 0.761 2.894 -7.671
H 3.181 3.354 -7.120
H 3.850 -0.725 -6.031
H 1.471 -1.152 -6.801
C -1.891 -3.094 3.651
C -0.670 -2.473 3.382
C 0.525 -3.203 3.423
C 0.501 -4.545 3.754
C -0.694 -5.149 4.113
C -1.897 -4.414 4.022
N 1.818 -5.207 3.935
O 2.721 -4.778 3.295
O 1.896 -6.126 4.764
H -2.791 -2.441 3.509
H -0.664 -1.469 3.087
H 1.471 -2.757 3.035
H -0.688 -6.099 4.585
H -2.868 -4.859 4.370
C 1.953 -0.777 7.579
C 2.481 -0.850 6.244
C 2.380 0.216 5.357
C 1.664 1.397 5.849
C 1.289 1.489 7.152
C 1.485 0.444 8.053
N 1.499 2.595 5.014
O 0.886 3.531 5.480
O 1.979 2.561 3.896
H 1.956 -1.606 8.195
H 2.870 -1.776 5.880
H 2.850 0.165 4.417
H 0.816 2.414 7.470
H 1.180 0.497 9.101
C -2.668 -1.252 -3.854
C -3.898 -1.129 -3.303
C -4.465 0.149 -3.097
C -3.675 1.233 -3.356
C -2.413 1.138 -3.887
C -1.933 -0.109 -4.238
N -4.246 2.580 -3.129
O -3.552 3.547 -3.474
O -5.362 2.676 -2.660
H -2.223 -2.181 -4.059
H -4.531 -1.933 -3.044
H -5.457 0.262 -2.719
H -1.863 2.059 -4.040
H -0.974 -0.360 -4.705
C -3.006 0.033 -0.175
C -2.638 -1.304 -0.527
C -3.255 -2.393 0.043
C -4.189 -2.127 0.958
C -4.521 -0.908 1.435
C -3.933 0.209 0.824
N -4.831 -3.309 1.650
O -4.479 -4.372 1.203
O -5.649 -3.141 2.568
H -2.522 0.837 -0.794
H -1.852 -1.426 -1.242
H -2.924 -3.457 -0.055
H -5.152 -0.827 2.384
H -4.302 1.246 0.938
C 1.844 -0.746 -2.222
C 1.020 0.424 -2.270
C 0.441 0.919 -1.161
C 0.694 0.279 0.029
C 1.393 -0.936 0.119
C 1.913 -1.508 -1.035
N 0.192 0.807 1.269
O 0.535 0.246 2.287
O -0.526 1.787 1.203
H 2.310 -1.030 -3.126
H 0.921 0.936 -3.236
H -0.256 1.732 -1.242
H 1.559 -1.422 1.105
H 2.471 -2.418 -0.972
C -5.165 4.756 1.926
C -3.917 4.921 2.559
C -2.771 4.787 1.855
C -2.923 4.660 0.477
C -4.165 4.628 -0.180
C -5.343 4.658 0.551
N -1.770 4.504 -0.391
O -1.928 3.778 -1.378
O -0.695 4.980 -0.049
H -5.992 4.880 2.623
H -3.877 5.123 3.573
H -1.791 4.715 2.348
H -4.062 4.657 -1.318
H -6.382 4.598 0.104
C 3.500 -6.111 -3.217
C 3.374 -5.349 -4.344
C 2.357 -4.433 -4.451
C 1.397 -4.439 -3.414
C 1.488 -5.238 -2.242
C 2.608 -6.049 -2.129
N 0.413 -3.350 -3.496
O 0.528 -2.540 -4.414
O -0.382 -3.218 -2.561
H 4.306 -6.802 -3.104
H 4.073 -5.520 -5.133
H 2.180 -3.732 -5.230
H 0.709 -5.154 -1.439
H 2.698 -6.785 -1.379
C -1.505 0.079 5.226
C -1.594 1.250 4.524
C -2.865 1.876 4.487
C -3.873 1.243 5.126
C -3.854 0.101 5.867
C -2.597 -0.434 5.959
N -5.240 1.941 5.193
O -6.252 1.285 5.236
O -5.163 3.147 5.138
H -0.530 -0.364 5.355
H -0.825 1.700 3.987
H -3.155 2.750 3.944
H -4.759 -0.307 6.289
H -2.450 -1.150 6.719
C 6.779 -1.943 -3.069
Cl 5.179 -1.904 -3.845
Cl 8.173 -2.201 -4.226
Cl 6.881 -3.145 -1.792
H 6.919 -0.923 -2.804
*
```